Entry 1:
Density functional theory data (ωB97M-V with the def2-TZVPD basis set) for a cluster of 2 separate species, C6H14NO in total at a distorted geometry.

XYZ file:
```
22
C6H14NO (ωB97M-V with the def2-TZVPD basis set)
C 1.440 0.524 3.116
C 0.505 0.444 1.937
C -0.310 1.412 1.565
N 0.804 -0.708 1.068
H 1.164 1.346 3.768
H 1.386 -0.384 3.723
H 2.467 0.616 2.757
H -0.912 1.457 0.674
H -0.446 2.254 2.231
H 1.056 -1.524 1.626
H 1.636 -0.473 0.519
H 0.072 -1.005 0.337
O -0.472 -1.790 -1.052
C -0.905 -1.245 -2.057
C -1.283 0.193 -2.187
C -0.112 1.147 -2.341
H -1.053 -1.906 -2.921
H -1.815 0.441 -1.264
H -2.000 0.282 -3.007
H 0.687 1.000 -1.608
H -0.433 2.184 -2.221
H 0.421 1.105 -3.295
```

- HOMO energy (eV) = -14.339
- orbital gap (eV) = 11.2
- LUMO level (eV) = -3.145
- net charge = +1

---

Entry 2:
Density functional theory data (ωB97M-V with the def2-TZVPD basis set) for an isolated molecule of C6H14NO2P at a distorted geometry.

XYZ file:
```
24
C6H14NO2P (ωB97M-V with the def2-TZVPD basis set)
C -0.707 -2.622 -1.524
C -0.550 -1.120 -1.321
N -0.514 -0.702 0.093
C -1.667 -0.692 0.831
C -1.716 0.545 1.792
O -1.085 1.703 1.147
P 0.013 1.346 0.042
O -0.269 2.045 -1.247
C 1.764 1.430 0.777
C 2.854 1.508 -0.203
H -0.004 -3.128 -0.797
H -1.729 -2.826 -1.326
H -0.645 -2.969 -2.527
H 0.559 -0.885 -1.792
H -1.156 -0.407 -1.958
H -1.804 -1.538 1.444
H -2.583 -0.683 0.331
H -2.654 0.942 1.936
H -1.273 0.377 2.786
H 1.948 2.452 1.198
H 1.818 0.620 1.396
H 2.606 2.339 -0.756
H 3.766 1.670 0.363
H 3.028 0.591 -0.686
```

- HOMO energy (eV) = -8.742
- SMILES = CCN1CCO[P@@]1(=O)CC
- orbital gap (eV) = 9.6
- LUMO level (eV) = 0.874

---

Result set for energy above the lowest of the compared OMol25 structures with the same formula, charge and spin: 0.810; 1.264 eV, one per record in the order listed.
Result set for calculated total energy: -9979.4346; -21321.9273 eV, one per record in the order listed.